(1)
8
Properties=species:S:1:pos:R:3:lowdin_charge:R:1 method="wB97M-V/def2-TZVPD" multiplicity=1 total_energy_ha=-4081.7395 gap_ev=9.8 e_above_lowest_kcal_mol=0.00
C 2.831 0.636 0.283 -0.70
O 3.094 1.692 0.711 0.03
O -3.101 -0.612 -1.734 -0.58
S -2.152 -0.591 -0.637 0.04
Cl 1.161 0.212 0.273 0.65
Cl -2.536 -2.216 0.425 0.24
Br -2.717 0.982 0.791 0.28
H 3.419 -0.103 -0.112 0.05

=====

(2)
176
Properties=species:S:1:pos:R:3:lowdin_charge:R:1 method="wB97M-V/def2-TZVPD" multiplicity=1 charge=+1 total_energy_ha=-8297.3269 gap_ev=8.7 e_above_lowest_kcal_mol=0.00
C 6.134 2.369 4.542 0.17
C 5.205 1.642 4.286 -0.12
C 4.046 0.780 4.081 -0.11
N 3.481 0.842 2.672 -0.20
O 4.498 1.334 1.845 0.02
C 2.227 1.654 2.518 -0.50
Br 2.545 3.461 3.116 0.99
C 0.933 1.020 3.080 -0.42
C 0.542 1.543 4.493 -0.16
C -0.454 2.712 4.565 -0.22
C -0.334 3.419 5.925 -0.21
C -1.049 2.696 7.068 -0.28
N -0.631 3.201 8.393 -0.01
C -0.184 1.408 2.090 -0.10
C -0.115 0.568 0.801 -0.08
C -0.947 1.109 -0.337 -0.50
O -0.669 0.902 -1.468 0.15
O -2.059 1.840 0.000 0.09
O 0.902 -0.415 3.167 -0.13
C 2.003 -1.221 2.866 -0.82
Cl 1.421 -2.484 1.698 0.78
P 2.572 -2.148 4.467 0.94
C 2.030 -3.881 4.311 -0.32
C 1.485 -1.536 5.806 -0.27
C 3.163 -0.550 2.117 -0.27
C 4.387 -1.453 1.936 -0.17
C 4.664 -1.847 0.472 -0.17
C 5.144 -0.727 -0.448 -0.19
C 6.635 -0.412 -0.312 -0.19
N 7.010 0.105 1.030 0.02
C 8.444 -0.056 1.206 -0.48
C 8.893 -0.834 2.412 0.01
O 9.217 0.395 0.417 0.11
H 6.957 2.858 5.005 0.05
H 4.374 -0.234 4.304 0.09
H 3.300 1.064 4.819 0.12
H 4.129 2.062 1.318 0.12
H 2.105 1.769 1.444 0.10
H 0.070 0.695 4.983 0.11
H 1.418 1.829 5.073 0.08
H -1.478 2.389 4.387 0.12
H -0.239 3.478 3.821 0.08
H -0.718 4.436 5.838 0.12
H 0.724 3.522 6.185 0.10
H -2.114 2.915 7.012 0.11
H -0.831 1.628 7.079 0.11
H 0.377 3.109 8.480 0.06
H -0.766 4.209 8.374 0.06
H -0.140 2.466 1.837 0.13
H -1.147 1.172 2.533 0.13
H 0.900 0.468 0.417 0.11
H -0.442 -0.444 1.042 0.11
H -2.665 1.226 0.437 0.12
H 0.963 -3.978 4.115 0.04
H 2.615 -4.392 3.554 0.03
H 2.221 -4.361 5.271 0.05
H 1.741 -0.526 6.111 0.02
H 1.546 -2.229 6.641 0.05
H 0.452 -1.541 5.454 0.05
H 2.806 -0.328 1.108 0.13
H 4.207 -2.395 2.454 0.08
H 5.284 -1.048 2.401 0.11
H 5.468 -2.583 0.503 0.12
H 3.757 -2.322 0.101 0.09
H 5.039 -1.092 -1.473 0.12
H 4.518 0.168 -0.411 0.10
H 7.161 -1.358 -0.441 0.13
H 6.906 0.263 -1.124 0.11
H 6.880 1.113 0.990 0.11
H 9.481 -0.202 3.072 0.09
H 8.032 -1.230 2.942 0.07
H 9.514 -1.655 2.058 0.09
O 9.481 -1.765 -4.027 -0.22
P 9.768 -0.855 -5.148 0.44
O 11.303 -0.966 -5.590 -0.18
C 11.836 -2.238 -5.974 -0.27
C 11.291 -2.712 -7.309 -0.07
O 9.785 0.634 -4.531 -0.19
C 9.460 0.877 -3.164 -0.29
C 10.694 0.892 -2.289 -0.07
O 9.098 -0.380 -6.527 -0.17
C 7.907 -1.017 -7.035 -0.25
C 6.792 -1.070 -6.010 -0.08
H 11.638 -2.975 -5.192 0.11
H 12.915 -2.106 -6.038 0.12
H 10.242 -3.008 -7.219 0.06
H 11.849 -3.577 -7.666 0.08
H 11.350 -1.918 -8.053 0.09
H 8.734 0.145 -2.806 0.09
H 8.973 1.855 -3.131 0.12
H 11.291 -0.011 -2.427 0.08
H 10.417 0.973 -1.242 0.04
H 11.332 1.738 -2.550 0.08
H 8.153 -2.022 -7.388 0.11
H 7.598 -0.437 -7.902 0.12
H 7.053 -1.728 -5.177 0.07
H 5.878 -1.453 -6.464 0.08
H 6.598 -0.077 -5.602 0.08
O -4.263 1.014 -4.973 -0.22
P -4.142 2.452 -5.260 0.44
O -3.899 3.271 -3.899 -0.18
C -2.791 2.919 -3.071 -0.28
C -1.460 3.310 -3.690 -0.07
O -5.621 2.977 -5.614 -0.19
C -6.730 2.081 -5.719 -0.28
C -7.470 1.966 -4.404 -0.07
O -3.433 3.430 -6.317 -0.17
C -2.516 2.915 -7.305 -0.25
C -3.103 1.766 -8.102 -0.08
H -2.815 1.850 -2.852 0.09
H -2.931 3.450 -2.132 0.11
H -1.223 2.668 -4.543 0.06
H -0.654 3.206 -2.964 0.06
H -1.491 4.340 -4.047 0.09
H -6.405 1.104 -6.076 0.10
H -7.390 2.498 -6.481 0.12
H -6.792 1.707 -3.591 0.07
H -8.250 1.205 -4.467 0.08
H -7.936 2.918 -4.145 0.08
H -1.587 2.609 -6.817 0.10
H -2.276 3.748 -7.962 0.12
H -3.260 0.888 -7.470 0.07
H -2.428 1.480 -8.908 0.08
H -4.067 2.047 -8.527 0.09
O -5.792 -3.744 -0.418 -0.20
P -4.394 -3.849 0.028 0.50
O -3.491 -3.983 -1.306 -0.19
C -3.536 -2.934 -2.276 -0.26
C -2.876 -1.672 -1.760 -0.08
O -4.260 -5.350 0.600 -0.19
C -5.406 -6.186 0.789 -0.28
C -5.659 -7.051 -0.427 -0.07
O -3.212 -3.312 1.013 -0.18
C -3.420 -2.175 1.867 -0.27
C -4.667 -2.299 2.720 -0.06
H -4.568 -2.732 -2.573 0.12
H -3.009 -3.305 -3.153 0.12
H -3.501 -1.207 -0.987 0.06
H -2.744 -0.943 -2.560 0.08
H -1.903 -1.895 -1.317 0.08
H -6.283 -5.590 1.039 0.10
H -5.189 -6.814 1.653 0.12
H -5.717 -6.449 -1.333 0.08
H -6.590 -7.608 -0.314 0.08
H -4.844 -7.763 -0.562 0.08
H -3.464 -1.264 1.256 0.09
H -2.534 -2.102 2.499 0.11
H -5.570 -2.277 2.107 0.04
H -4.731 -1.474 3.430 0.08
H -4.661 -3.241 3.270 0.09
O -8.060 1.447 0.837 -0.22
P -8.653 1.059 2.125 0.44
O -7.487 0.882 3.230 -0.19
C -6.612 1.975 3.492 -0.29
C -7.303 3.111 4.224 -0.07
O -9.109 -0.475 1.982 -0.19
C -9.029 -1.172 0.733 -0.26
C -7.718 -1.912 0.602 -0.10
O -9.883 1.443 3.077 -0.17
C -10.744 2.561 2.764 -0.25
C -11.289 2.497 1.351 -0.08
H -6.171 2.332 2.556 0.11
H -5.805 1.576 4.108 0.11
H -8.000 3.632 3.563 0.06
H -6.575 3.842 4.578 0.08
H -7.870 2.733 5.074 0.09
H -9.180 -0.488 -0.102 0.11
H -9.859 -1.879 0.722 0.12
H -6.881 -1.232 0.778 0.07
H -7.607 -2.353 -0.383 0.07
H -7.649 -2.706 1.347 0.08
H -10.201 3.496 2.924 0.10
H -11.557 2.531 3.487 0.12
H -10.492 2.621 0.614 0.07
H -12.018 3.290 1.190 0.08
H -11.765 1.533 1.167 0.09

=====

(3)
81
Properties=species:S:1:pos:R:3:mulliken_spin:R:1 method="wB97M-V/def2-TZVPD" multiplicity=2 charge=+1 total_energy_ha=-3255.9471 gap_ev="5.5 / 5.4" e_above_lowest_kcal_mol=84.20
V 0.613 0.388 0.410 1.05
O -1.547 1.503 -0.513 0.00
C -2.949 1.373 -0.268 0.00
C -3.368 -0.042 -0.648 0.00
N -2.723 -1.096 0.116 0.00
C -2.651 -0.978 1.547 0.00
C -1.368 -0.182 1.940 0.00
O -1.441 0.960 2.359 0.00
O -0.282 -0.834 1.655 -0.01
C -1.973 -2.107 -0.557 0.00
C -0.484 -1.839 -0.985 0.00
O 0.139 -2.732 -1.489 0.00
O -0.016 -0.633 -0.742 -0.04
H -1.296 2.428 -0.425 0.00
H -3.501 2.067 -0.906 0.00
H -3.176 1.590 0.778 0.00
H -3.122 -0.191 -1.699 0.00
H -4.456 -0.121 -0.527 0.00
H -2.569 -1.968 2.002 0.00
H -3.517 -0.446 1.939 0.00
H -2.459 -2.377 -1.497 0.00
H -1.899 -3.003 0.062 0.00
O 2.920 2.145 0.863 0.08
N 1.765 1.815 1.124 0.00
O 0.766 2.292 0.534 -0.03
O 1.485 1.008 2.049 -0.03
C 3.168 0.885 7.700 0.00
C 3.318 0.634 6.228 0.00
C 4.088 1.468 5.430 0.00
C 4.267 1.234 4.072 0.00
C 5.139 2.174 3.277 0.00
C 3.635 0.112 3.516 0.00
Te 3.950 -0.182 1.405 0.01
N 2.360 -0.412 0.178 -0.06
C 2.677 0.268 -0.959 0.02
O 1.794 0.983 -1.451 -0.01
C 4.040 0.099 -1.523 0.00
C 4.860 1.203 -1.751 0.00
C 6.156 1.002 -2.194 0.00
C 6.621 -0.283 -2.441 0.00
C 5.792 -1.380 -2.244 0.00
C 4.506 -1.194 -1.762 0.00
C 4.545 -2.246 1.529 0.01
C 3.856 -3.405 1.145 0.00
C 2.438 -3.455 0.643 0.00
C 4.515 -4.629 1.241 0.00
C 5.815 -4.749 1.694 0.00
C 6.489 -6.086 1.793 0.00
C 6.488 -3.588 2.060 0.00
C 5.886 -2.347 1.976 0.00
C 6.679 -1.129 2.381 0.00
C 2.820 -0.731 4.285 0.00
C 2.091 -1.890 3.667 0.00
C 2.686 -0.454 5.635 0.00
H 3.692 1.788 8.005 0.00
H 3.573 0.042 8.261 0.00
H 2.117 0.985 7.973 0.00
H 4.552 2.341 5.872 0.00
H 5.213 3.135 3.783 0.00
H 4.745 2.352 2.282 0.00
H 6.154 1.780 3.180 0.00
H 4.482 2.202 -1.575 0.00
H 6.805 1.854 -2.348 0.00
H 7.630 -0.432 -2.802 0.00
H 6.148 -2.376 -2.468 0.00
H 3.840 -2.037 -1.626 0.00
H 1.921 -2.513 0.714 0.02
H 1.872 -4.200 1.205 0.00
H 2.414 -3.767 -0.403 0.00
H 3.979 -5.523 0.942 0.00
H 5.798 -6.891 1.555 0.00
H 6.876 -6.245 2.800 0.00
H 7.334 -6.142 1.105 0.00
H 7.512 -3.657 2.410 0.00
H 7.674 -1.406 2.723 0.00
H 6.179 -0.600 3.196 0.00
H 6.793 -0.441 1.537 0.00
H 1.829 -1.658 2.639 0.00
H 1.169 -2.095 4.210 0.00
H 2.708 -2.790 3.687 0.00
H 2.048 -1.089 6.240 0.00